{"formula": "C8H17N4O", "method": "wB97M-V/def2-TZVPD", "symbols": ["O", "N", "N", "N", "N", "C", "C", "C", "C", "C", "C", "C", "C", "H", "H", "H", "H", "H", "H", "H", "H", "H", "H", "H", "H", "H", "H", "H", "H", "H"], "coordinates": [[-3.053, 0.770, -0.909], [-1.204, -0.017, -0.341], [-0.331, -0.554, 0.345], [-3.257, 0.372, -3.226], [-2.216, 0.584, 0.094], [2.238, 1.303, -0.701], [-2.545, 0.181, -2.045], [2.234, 0.043, -0.060], [-0.480, -0.369, 1.815], [-0.298, 1.086, 2.330], [0.393, -1.373, 2.528], [-1.316, -0.306, -1.678], [2.355, -1.146, -0.865], [-0.627, -0.743, -2.359], [2.321, -0.001, 1.094], [-0.578, 1.077, 3.357], [1.179, 1.887, -0.579], [2.362, 1.108, -1.826], [-1.586, -0.502, 1.978], [1.339, -0.932, 2.599], [1.606, -0.988, -1.656], [-0.978, 1.771, 1.724], [3.321, -1.186, -1.365], [-2.965, -0.226, -3.980], [-0.136, -1.378, 3.501], [0.459, -2.263, 1.946], [-4.219, 0.606, -3.220], [2.208, -2.155, -0.301], [3.087, 1.810, -0.427], [0.686, 1.541, 2.226]], "charge": 1, "energy_ev": -16566.3986, "homo_lumo_gap_ev": [6.30, 6.29], "mol_weight_g_mol": 185.25}